Record 1
Entry from the Open Molecules 2025 dataset: a 2-piece molecular cluster, C3H3NS overall (ωB97M-V/def2-TZVPD).

Structure (ORCA input):
```
! wB97M-V def2-TZVPD RIJCOSX def2/J DEFGRID3
* xyz 0 1
N 1.09554 -0.23419 -1.01286
C 2.09238 -0.29271 -0.38881
S 3.58401 -0.38352 -0.01342
H 0.06750 -0.34972 -0.75259
C -1.86561 0.82696 0.25037
C -1.63804 -0.16853 0.86293
H -2.04019 1.59361 -0.45879
H -1.29559 -0.99189 1.51318
*
```

The value obtained for the largest force on an atom is 4.42 eV/A. Its HOMO-LUMO gap is 10.1471 eV. The energy above the lowest of the compared OMol25 structures with the same formula, charge and spin is 165.2 kJ/mol. As for the structure (SMILES): N=C=S.C#C. The value obtained for the calculated total energy is -15482.044 eV.

=====

Record 2
Entry from the Open Molecules 2025 dataset: a 2-piece molecular cluster, C3H3NS2 overall (ωB97M-V/def2-TZVPD).

Structure (ORCA input):
```
! wB97M-V def2-TZVPD RIJCOSX def2/J DEFGRID3
* xyz 0 1
C 1.39664 0.92415 1.32462
C 0.88197 1.08713 0.13475
S 0.09327 1.29857 -1.15841
H 2.19683 1.36665 1.88041
H 0.87683 -0.02014 1.71552
N -1.05810 -1.48798 -1.72332
C -1.47834 -1.28812 -0.61105
S -1.98996 -1.14950 0.85422
H -0.91913 -0.73074 -2.41676
*
```

The value obtained for the largest force on an atom is 2.82 eV/A. Its HOMO-LUMO gap is 8.6665 eV. The energy above the lowest of the compared OMol25 structures with the same formula, charge and spin is 131.4 kJ/mol. As for the structure (SMILES): C=C=S.N=C=S. The value obtained for the calculated total energy is -26317.925 eV.

=====

Record 3
Entry from the Open Molecules 2025 dataset: a 2-piece molecular cluster, C3H3NS2 overall (ωB97M-V/def2-TZVPD).

Structure (ORCA input):
```
! wB97M-V def2-TZVPD RIJCOSX def2/J DEFGRID3
* xyz 0 1
C -1.18528 0.97594 1.62747
N -1.64743 0.80757 0.55478
S -2.23049 0.57290 -0.81241
H -0.98404 0.76874 2.65015
C 1.13724 -0.92895 -1.36859
C 1.21389 -0.33476 -0.24165
S 1.56496 0.43015 1.10282
H 1.38663 -0.33604 -2.16059
H 0.74454 -1.95555 -1.35198
*
```

The value obtained for the largest force on an atom is 6.35 eV/A. Its HOMO-LUMO gap is 7.6751 eV. The energy above the lowest of the compared OMol25 structures with the same formula, charge and spin is 320.0 kJ/mol. As for the structure (SMILES): C#[N+][S-].C=C=S. The value obtained for the calculated total energy is -26315.971 eV.

=====

Record 4
Entry from the Open Molecules 2025 dataset: a 2-piece molecular cluster, C3H3NS2 overall (ωB97M-V/def2-TZVPD).

Structure (ORCA input):
```
! wB97M-V def2-TZVPD RIJCOSX def2/J DEFGRID3
* xyz 0 1
C -1.60773 0.93663 -0.43129
C -0.45560 0.30651 -0.63407
C 0.92078 0.22154 -0.15620
N -2.59059 1.57038 -0.35772
S -1.35909 -1.97176 -1.18460
S 1.15452 -0.17989 1.74220
H 1.28521 1.19121 0.00292
H 1.54441 -0.53324 -0.71618
H 1.10809 -1.54138 1.73493
*
```

The value obtained for the largest force on an atom is 6.31 eV/A. Its HOMO-LUMO gap (spin up / spin down) is 5.2271 / 5.5645 eV. The energy above the lowest of the compared OMol25 structures with the same formula, charge and spin is 567.8 kJ/mol. The value obtained for the calculated total energy is -26313.403 eV.

=====

Record 5
Entry from the Open Molecules 2025 dataset: C3H3NaO3 as an isolated structure (ωB97M-V/def2-TZVPD).

Structure (ORCA input):
```
! wB97M-V def2-TZVPD RIJCOSX def2/J DEFGRID3
* xyz 0 1
H 1.70768 -0.28056 -0.63310
C 0.49581 1.58964 -1.33957
C 0.61493 0.46552 -0.71334
O -0.43344 -0.16215 -0.02738
C -0.23253 -0.78087 1.14208
O 0.45389 -0.37966 2.04306
O -0.96940 -1.87846 1.14142
H 1.25777 1.92235 -2.04904
H -0.94171 -2.28895 2.01562
Na -1.95300 1.79313 -1.57976
*
```

The value obtained for the largest force on an atom is 5.31 eV/A. Its HOMO-LUMO gap is 6.5221 eV. The energy above the lowest of the compared OMol25 structures with the same formula, charge and spin is 250.4 kJ/mol. The value obtained for the calculated total energy is -13716.134 eV.

=====

Record 6
Entry from the Open Molecules 2025 dataset: a 2-piece molecular cluster, C3H3O2 overall (ωB97M-V/def2-TZVPD).

Structure (ORCA input):
```
! wB97M-V def2-TZVPD RIJCOSX def2/J DEFGRID3
* xyz 1 1
C -0.94862 0.28567 0.11629
C -1.35008 -0.98924 -0.11049
C 2.76129 0.29277 0.05478
O -1.56385 -2.02992 -0.29170
O 3.85137 0.10652 -0.19781
H 0.03417 0.63515 0.39910
H -1.59921 0.81673 0.80861
H -1.18508 0.88232 -0.77877
*
```

The value obtained for the largest force on an atom is 5.43 eV/A. Its HOMO-LUMO gap is 11.3434 eV. The energy above the lowest of the compared OMol25 structures with the same formula, charge and spin is 45.8 kJ/mol. The value obtained for the calculated total energy is -7245.170 eV.